No. 1
17
Properties=species:S:1:pos:R:3:forces:R:3:mulliken_charge:R:1 method="wB97M-V/def2-TZVPD" de_lowest_ev=2.3103 e_homo_ev=-13.010 mol_weight_da=113.1 multiplicity=1 charge=+1 largest_force_ha_per_bohr=0.08275 gap_ev=7.81 lumo_ev=-5.20
N 0.07273 1.95047 2.08740 1.29 -2.69 -1.28 -0.460
C 0.00692 0.83884 1.29327 -0.60 -0.70 1.13 0.601
O -1.21687 0.33538 1.16167 0.72 1.91 0.39 -0.426
C 1.12935 0.08465 0.87066 1.35 0.60 -1.65 -0.245
C 1.10825 -0.90154 -0.07830 2.73 -2.00 0.07 0.099
C 0.16559 -1.48208 -0.94083 -2.01 -3.26 -0.85 -0.766
C -0.77960 -0.89272 -1.73456 0.71 0.96 1.48 -0.305
N -0.99350 0.43401 -1.84353 -2.20 -0.66 -3.58 -0.334
H 1.01008 1.91724 2.53598 -1.15 0.85 -0.02 0.318
H -0.74800 1.86693 2.65482 -0.33 0.99 0.97 0.304
H -1.23228 -0.50455 0.71058 0.15 -0.83 -0.62 0.453
H 2.19380 0.32850 1.07538 -1.21 0.43 0.72 0.247
H 2.13634 -1.45784 -0.16512 -1.90 1.04 0.35 0.279
H 0.08032 -2.68391 -1.11785 1.03 3.08 0.73 0.233
H -1.43594 -1.52453 -2.21623 -1.21 -1.15 -1.42 0.467
H -1.25711 0.81401 -2.82587 0.34 -0.94 2.48 0.324
H -0.24009 0.87713 -1.46747 2.28 2.37 1.10 0.212

---

No. 2
11
Properties=species:S:1:pos:R:3:forces:R:3:mulliken_charge:R:1 method="wB97M-V/def2-TZVPD" de_lowest_ev=1.3034 e_homo_ev=0.165 mol_weight_da=154.1 multiplicity=1 charge=-2 largest_force_ha_per_bohr=0.06908 gap_ev=6.09 lumo_ev=6.26
C -0.66149 0.82675 0.11349 -3.41 0.37 0.90 0.406
C -0.04985 -2.23222 0.15475 0.07 -0.09 -0.02 -0.763
O 0.52380 2.78040 1.16035 -0.22 -0.54 -0.26 -0.702
O -0.07962 2.80508 -1.33420 -0.13 -0.45 0.29 -0.690
O -1.73119 1.00633 0.47445 1.55 -1.19 -0.53 -0.202
O 2.01251 1.55042 -0.52480 -0.10 -0.36 0.02 -0.724
P 0.70736 2.18888 -0.21387 2.30 2.34 -0.46 0.850
S -1.40810 -2.24117 -1.03254 -0.55 -0.11 -0.43 -0.779
H 0.30059 -3.25434 0.33495 0.14 0.10 0.15 0.247
H -0.38622 -1.80091 1.10054 0.19 -0.03 0.17 0.163
H 0.77221 -1.62923 -0.23311 0.16 -0.05 0.18 0.194

---

No. 3
4
Properties=species:S:1:pos:R:3:forces:R:3:mulliken_charge:R:1 method="wB97M-V/def2-TZVPD" de_lowest_ev=1.1641 e_homo_ev=-31.091 mol_weight_da=45.0 multiplicity=1 charge=+3 largest_force_ha_per_bohr=0.01700 gap_ev=5.84 lumo_ev=-25.25
Al -3.55727 17.97622 26.16608 0.79 0.22 0.31 2.228
O -1.32908 19.35268 27.24750 -0.45 0.42 -0.18 -0.295
H -0.37767 19.02385 27.44042 -0.25 -0.60 -0.17 0.531
H -1.16335 20.18918 26.69316 -0.09 -0.04 0.04 0.535

---

No. 4
131
Properties=species:S:1:pos:R:3:forces:R:3:mulliken_charge:R:1 method="wB97M-V/def2-TZVPD" de_lowest_ev=0.0000 e_homo_ev=-8.637 mol_weight_da=1247.9 multiplicity=1 charge=0 largest_force_ha_per_bohr=0.02660 smiles="O=C1c2cccc(PP(=O)(O)O)c2C(=O)c2c(-c3ccccn3)ccc(PP(=O)(O)O)c21.O=[N+]([O-])c1ccccc1.O=[N+]([O-])c1ccccc1.O=[N+]([O-])c1ccccc1.O=[N+]([O-])c1ccccc1.O=[N+]([O-])c1ccccc1.O=[N+]([O-])c1ccccc1" gap_ev=7.45 lumo_ev=-1.19
O 7.18470 0.00996 6.20819 0.21 0.09 -0.02 -0.524
C 7.00865 -1.03835 5.64243 -0.12 -0.21 -0.13 -0.452
C 7.30017 -2.35929 6.28970 0.06 0.14 -0.09 0.765
C 8.44106 -2.54435 7.05306 -0.19 0.03 -0.05 -0.735
C 8.66592 -3.79970 7.58834 0.25 -0.19 0.25 -1.005
C 7.78086 -4.84721 7.38042 -0.27 -0.01 -0.02 -0.379
C 6.62624 -4.66758 6.62116 -0.02 -0.01 -0.41 0.499
P 5.41630 -6.00634 6.30937 -0.69 0.21 0.98 -0.267
P 6.50847 -7.88613 6.23632 -0.07 -0.06 -1.36 1.002
O 6.01801 -8.71265 5.12445 -0.10 -0.03 0.12 -0.677
O 8.08527 -7.63286 6.11628 -0.01 -0.19 0.49 -0.500
O 6.29636 -8.50833 7.68944 0.33 0.44 0.14 -0.489
C 6.40140 -3.39915 6.07871 0.05 0.00 -0.15 0.155
C 5.21514 -3.07345 5.22954 0.17 0.11 -0.03 0.136
O 4.10490 -3.46404 5.49656 -0.05 -0.23 -0.08 -0.524
C 5.52884 -2.20102 4.04980 0.16 0.24 -0.06 -0.061
C 4.98733 -2.43132 2.78783 -0.40 -0.45 0.12 0.303
C 4.05001 -3.58320 2.55517 0.27 0.54 -0.02 0.150
C 2.69990 -3.42571 2.82782 -0.28 -0.21 -0.07 -0.056
C 1.86387 -4.50819 2.62479 0.18 -0.50 -0.13 -0.301
C 2.41726 -5.69171 2.15288 0.16 0.23 0.12 -0.655
C 3.77876 -5.72833 1.90432 0.06 -0.34 -0.17 -0.501
N 4.60648 -4.69869 2.08593 -0.30 -0.04 0.20 -0.604
C 5.35901 -1.61681 1.72948 0.09 0.10 0.15 -0.906
C 6.25552 -0.58297 1.93896 0.10 0.08 -0.25 -0.472
C 6.81555 -0.32930 3.18994 -0.06 0.08 -0.19 0.181
P 8.05256 1.00422 3.44082 -0.28 0.26 1.14 -0.284
P 9.86358 -0.09437 2.97686 0.70 0.27 -0.59 0.950
O 11.07708 0.67912 3.25438 -0.06 0.10 -0.15 -0.684
O 9.73920 -1.40335 3.90660 -0.31 0.02 -0.14 -0.447
O 9.85409 -0.67579 1.46687 -0.33 -0.16 0.65 -0.495
C 6.44123 -1.15843 4.24849 0.07 -0.07 0.20 1.091
H 9.12811 -1.71944 7.18473 0.01 -0.02 0.10 0.566
H 9.55451 -4.00074 8.17435 0.01 0.11 -0.01 0.396
H 7.99974 -5.81798 7.80386 0.07 0.02 0.00 0.410
H 5.03998 -5.82864 4.96931 0.43 -0.16 -0.13 0.013
H 8.38514 -8.02270 5.28385 0.02 0.00 0.00 0.342
H 5.51987 -8.10519 8.10244 0.01 -0.15 0.09 0.397
H 2.30893 -2.49357 3.20965 0.06 0.03 0.01 0.590
H 0.81038 -4.46944 2.83838 -0.05 0.19 0.08 0.289
H 1.82541 -6.58175 1.99182 -0.07 0.04 0.00 0.460
H 4.21913 -6.65205 1.54161 0.12 0.10 -0.01 0.446
H 4.96548 -1.80757 0.74033 0.02 -0.03 0.02 0.764
H 6.55487 0.02482 1.09223 0.00 0.03 0.04 0.414
H 7.85504 1.82526 2.31100 0.20 -0.52 -0.40 0.068
H 10.62313 -1.61054 4.24261 -0.04 -0.02 0.10 0.306
H 9.27461 -1.45267 1.44852 0.05 0.02 -0.31 0.336
O 2.39250 -3.08489 -1.48702 0.01 0.00 0.00 -0.627
N 3.25884 -2.25421 -1.65708 0.00 -0.08 0.02 1.134
O 4.42618 -2.40084 -1.34072 -0.03 0.01 -0.05 -0.669
C 2.87567 -0.97926 -2.28160 -0.03 0.13 -0.06 0.112
C 1.55012 -0.77105 -2.61620 -0.19 -0.02 -0.02 -0.424
C 1.18909 0.43808 -3.18768 0.10 0.06 0.01 -0.613
C 2.14976 1.41379 -3.41715 -0.01 -0.02 0.05 -0.384
C 3.47647 1.18301 -3.08208 -0.07 0.00 0.06 -0.507
C 3.84829 -0.02199 -2.50854 0.12 0.09 0.00 -0.240
H 0.81042 -1.53624 -2.43403 0.08 -0.06 0.05 0.489
H 0.15664 0.61950 -3.45313 0.00 -0.02 -0.01 0.378
H 1.86210 2.35752 -3.85969 -0.01 -0.01 -0.01 0.481
H 4.22095 1.94345 -3.26817 0.02 -0.03 -0.03 0.387
H 4.87844 -0.20985 -2.24517 -0.03 -0.10 0.03 0.459
O 4.13452 2.62740 -5.87477 -0.01 0.02 0.00 -0.600
N 3.07003 2.94821 -6.36734 0.01 -0.05 -0.05 0.998
O 2.13712 2.18896 -6.54094 0.01 0.01 0.01 -0.575
C 2.89890 4.34935 -6.78019 -0.02 0.15 -0.05 -0.021
C 3.95525 5.22880 -6.62381 0.17 0.06 0.05 -0.464
C 3.79150 6.54309 -7.03017 -0.11 0.02 -0.04 -0.426
C 2.58356 6.95672 -7.57889 0.03 -0.08 0.04 -0.608
C 1.53001 6.06077 -7.72162 0.32 0.24 0.02 -0.302
C 1.68882 4.74467 -7.32098 -0.20 -0.02 -0.05 -0.333
H 4.88977 4.89785 -6.19595 -0.04 -0.10 0.00 0.456
H 4.60802 7.24370 -6.92014 0.01 -0.01 0.01 0.384
H 2.46200 7.98360 -7.89846 0.00 0.00 0.00 0.390
H 0.59125 6.37839 -8.14796 0.22 -0.02 0.03 0.635
H 0.88010 4.03728 -7.43253 0.07 -0.08 0.00 0.520
O -1.19038 -3.25817 4.21622 0.00 -0.02 -0.01 -0.602
N -1.40404 -3.03738 3.04087 0.06 0.03 0.01 1.024
O -0.55542 -2.67513 2.24747 -0.13 0.11 -0.02 -0.577
C -2.77341 -3.22615 2.54228 -0.15 0.00 -0.05 -0.005
C -3.76310 -3.61093 3.42905 -0.09 -0.04 0.15 -0.292
C -5.05634 -3.76864 2.95693 0.02 0.04 -0.09 -0.696
C -5.34383 -3.54465 1.61634 0.11 0.00 -0.06 -0.445
C -4.33173 -3.16614 0.74177 -0.04 -0.02 0.13 -0.688
C -3.03486 -3.00403 1.20241 0.01 0.06 -0.19 -0.211
H -3.53269 -3.78328 4.46992 0.11 0.03 -0.02 0.457
H -5.84468 -4.06409 3.63586 0.00 -0.01 0.00 0.413
H -6.35690 -3.66352 1.26041 0.14 -0.02 0.00 0.715
H -4.55462 -2.99453 -0.30274 0.02 -0.01 -0.01 0.387
H -2.24380 -2.70867 0.52907 0.07 0.00 0.09 0.554
O -8.40034 -3.54337 1.51937 -0.27 -0.01 0.01 -0.662
N -9.40942 -3.14911 0.95905 0.00 -0.03 0.04 1.029
O -10.34763 -3.85569 0.66187 0.00 0.00 0.00 -0.600
C -9.48429 -1.72095 0.62235 0.01 0.16 -0.04 0.023
C -8.41012 -0.90208 0.92528 0.15 0.05 0.06 -0.181
C -8.48111 0.44054 0.59024 -0.10 -0.03 -0.05 -0.518
C -9.61383 0.94712 -0.03502 0.14 -0.21 -0.07 -0.089
C -10.68318 0.10823 -0.32258 0.10 0.02 0.03 -0.584
C -10.62395 -1.23671 0.00536 -0.17 0.01 -0.07 -0.397
H -7.53260 -1.30018 1.41410 -0.05 -0.09 0.00 0.488
H -7.65183 1.09642 0.81797 0.00 0.00 0.02 0.408
H -9.66542 1.99133 -0.29560 0.01 -0.19 0.05 0.216
H -11.56644 0.50481 -0.80492 -0.01 -0.01 0.01 0.382
H -11.45136 -1.89423 -0.21663 0.06 -0.09 0.04 0.459
O -8.85138 4.11596 0.69285 0.00 -0.02 -0.02 -0.596
N -9.86127 4.48266 0.12657 -0.11 0.04 0.02 1.073
O -10.78327 3.74792 -0.18131 -0.03 0.34 0.03 -0.627
C -9.97852 5.90755 -0.21361 -0.01 0.16 -0.05 0.127
C -8.93193 6.75754 0.09552 0.16 0.05 0.06 -0.305
C -9.04001 8.09652 -0.24255 -0.09 0.01 -0.05 -0.463
C -10.18370 8.56467 -0.87663 0.00 -0.02 0.00 -0.447
C -11.22662 7.69605 -1.17122 0.09 0.04 0.03 -0.466
C -11.12803 6.35468 -0.83950 -0.16 0.00 -0.08 -0.305
H -8.04693 6.38560 0.58992 -0.05 -0.10 0.00 0.443
H -8.23034 8.77497 -0.01216 0.01 -0.01 0.01 0.373
H -10.26243 9.61055 -1.14239 0.00 0.00 0.01 0.382
H -12.11724 8.06335 -1.66188 -0.01 -0.01 0.00 0.370
H -11.93354 5.67233 -1.06622 0.06 -0.08 0.04 0.434
O -1.48557 3.87175 -9.29355 0.00 0.00 0.00 -0.587
N -1.84164 4.65982 -8.44468 0.05 0.04 -0.05 0.990
O -1.30666 5.73575 -8.23808 -0.48 -0.13 -0.03 -0.631
C -2.98593 4.29145 -7.59907 -0.12 -0.04 0.11 0.213
C -3.58565 3.05942 -7.78670 -0.03 -0.17 -0.07 -0.385
C -4.65142 2.70753 -6.97465 -0.02 0.08 0.07 -0.477
C -5.10134 3.58511 -5.99670 0.02 0.01 -0.01 -0.413
C -4.48981 4.82091 -5.82961 -0.03 -0.10 -0.03 -0.480
C -3.42186 5.18190 -6.63475 -0.01 0.15 0.11 -0.307
H -3.22908 2.38318 -8.54935 0.08 0.07 -0.02 0.455
H -5.12947 1.74643 -7.10375 0.01 0.00 -0.01 0.382
H -5.93118 3.30422 -5.36159 0.00 0.00 -0.01 0.388
H -4.84324 5.50354 -5.06923 0.01 0.01 0.00 0.374
H -2.93891 6.13957 -6.51001 0.07 -0.03 -0.08 0.439

---

No. 5
11
Properties=species:S:1:pos:R:3:forces:R:3:mulliken_charge:R:1 method="wB97M-V/def2-TZVPD" de_lowest_ev=1.7107 e_homo_ev="-7.908 / -8.302" mol_weight_da=153.0 multiplicity=1 charge=0 largest_force_ha_per_bohr=0.01341 gap_ev="6.78 / 7.96" lumo_ev="-1.12 / -0.35"
C -1.48330 -0.19743 0.89828 -0.19 0.00 0.13 -0.882
C -0.47464 0.70768 0.76183 -0.05 0.10 -0.03 0.435
C -0.04091 1.14635 -0.47127 0.67 0.02 -0.16 -1.067
P 2.43354 -0.81166 -0.90719 -0.32 0.22 0.20 0.011
Br 1.14870 -2.16653 0.24644 0.07 -0.34 0.21 -0.100
H -1.84897 -0.50575 1.86098 0.01 -0.11 0.20 0.281
H -1.99709 -0.57443 0.03063 -0.07 -0.12 -0.18 0.278
H 0.01983 1.08722 1.64533 0.03 0.04 0.11 0.277
H -0.50051 0.79706 -1.37924 -0.15 -0.06 -0.18 0.330
H 0.73651 1.88582 -0.55767 0.02 0.18 -0.04 0.373
H 2.00685 -1.36832 -2.12813 -0.02 0.08 -0.27 0.064

---

No. 6
59
Properties=species:S:1:pos:R:3:forces:R:3:mulliken_charge:R:1 method="wB97M-V/def2-TZVPD" e_homo_ev=-4.977 mol_weight_da=338.4 multiplicity=1 charge=-1 largest_force_ha_per_bohr=0.00726 gap_ev=7.69 lumo_ev=2.71
N -0.78625 -3.46351 -1.07884 -0.15 0.12 -0.12 -0.447
C -1.13718 -2.27280 -1.41738 0.18 -0.29 -0.15 -0.380
C -0.23876 -1.12848 -1.44839 0.11 -0.18 0.21 -0.017
Al -0.82895 0.11723 0.10040 -0.10 -0.29 -0.03 0.044
H -1.60890 -4.06227 -1.10707 0.00 -0.08 0.12 0.158
H -2.18273 -2.07174 -1.67277 -0.09 0.10 -0.06 0.380
H 0.77740 -1.49078 -1.28641 0.16 0.10 0.01 -0.311
H -0.29187 -0.61229 -2.40771 -0.17 0.22 0.00 0.333
H -2.39795 0.43491 -0.19453 -0.07 0.10 -0.10 -0.226
H 0.08509 1.44120 0.18975 0.08 0.06 -0.06 -0.225
H -0.77467 -0.79810 1.43708 0.10 0.04 0.10 -0.231
C 6.88082 -4.32621 -3.67414 -0.02 0.10 0.08 -0.713
O 6.13262 -3.16169 -3.40467 0.06 -0.15 -0.07 -0.346
C 4.97319 -3.00605 -4.21893 -0.11 0.24 -0.01 -0.827
C 3.70036 -3.17974 -3.41914 0.11 -0.20 0.13 -0.112
N 3.51790 -4.56432 -3.00372 0.01 0.07 0.00 -0.381
C 2.42124 -4.76489 -2.04984 0.07 -0.14 -0.13 -0.718
C 2.51805 -4.09825 -0.68745 -0.22 -0.06 0.14 -0.276
O 3.55082 -4.61876 0.14866 0.11 0.06 -0.11 -0.486
C 4.82794 -4.05282 -0.04186 -0.07 -0.16 0.14 -0.551
H 7.81069 -4.25424 -3.11101 -0.01 0.02 0.02 0.236
H 6.35505 -5.23478 -3.36072 0.00 -0.04 -0.08 0.295
H 7.12345 -4.40513 -4.73920 -0.01 -0.05 -0.01 0.338
H 4.99809 -3.70005 -5.06489 0.00 -0.08 0.04 0.416
H 4.99779 -1.98759 -4.61736 0.02 -0.01 -0.01 0.384
H 2.85134 -2.88382 -4.04154 -0.04 0.02 0.03 0.347
H 3.74710 -2.49007 -2.56647 -0.04 0.11 -0.07 0.171
H 4.37568 -4.89545 -2.58332 0.03 0.02 0.05 0.142
H 2.33328 -5.84239 -1.88570 -0.02 0.00 0.00 0.333
H 1.48876 -4.43838 -2.51629 -0.02 0.07 0.06 0.429
H 1.57883 -4.29528 -0.17273 -0.01 0.06 0.00 0.275
H 2.59857 -3.00877 -0.75942 0.11 0.01 -0.01 0.251
H 4.76791 -3.00358 -0.34293 0.01 0.01 -0.06 0.253
H 5.41482 -4.60942 -0.78152 0.04 0.11 -0.07 0.185
H 5.36151 -4.10925 0.90916 -0.02 0.01 0.01 0.285
C -5.19547 2.74874 4.57412 -0.04 0.02 -0.10 -0.717
O -5.75667 3.73169 3.72577 0.05 -0.06 0.13 -0.340
C -5.54208 5.07054 4.14529 -0.16 0.13 -0.11 -0.801
C -4.58650 5.79351 3.21888 0.16 -0.17 -0.02 -0.197
N -3.22944 5.28532 3.35609 -0.07 0.02 -0.05 -0.337
C -2.28904 5.77157 2.34880 0.05 -0.02 0.15 -0.772
C -2.53540 5.39718 0.88960 0.13 0.07 -0.08 -0.462
O -2.37282 4.02886 0.61269 -0.15 0.05 -0.02 -0.351
C -3.51382 3.21529 0.83499 0.11 -0.01 -0.06 -0.482
H -5.55869 1.78084 4.23451 0.00 0.01 -0.04 0.244
H -4.10225 2.74149 4.52769 0.01 0.00 0.08 0.308
H -5.50966 2.89743 5.61254 0.03 0.00 0.02 0.332
H -5.18213 5.10676 5.17822 0.08 -0.04 -0.01 0.405
H -6.51225 5.57674 4.10879 0.01 0.00 0.03 0.381
H -4.58971 6.85914 3.47155 0.00 0.02 -0.03 0.373
H -4.97452 5.68575 2.19700 -0.08 0.07 0.01 0.189
H -3.24945 4.27519 3.30930 0.00 -0.03 -0.01 0.081
H -1.30318 5.38711 2.61905 0.02 0.01 -0.03 0.388
H -2.23576 6.86379 2.42740 -0.04 0.01 -0.02 0.411
H -1.77417 5.91385 0.29649 0.00 0.00 0.00 0.359
H -3.50879 5.75453 0.52555 -0.06 -0.05 0.09 0.341
H -4.43833 3.76887 0.63611 -0.02 0.02 0.09 0.290
H -3.52627 2.82187 1.85588 -0.13 0.03 0.01 0.178
H -3.45464 2.36149 0.16459 0.12 -0.01 -0.01 0.173

---

Look up the charge of the fourth one. 0